#a
Density functional theory data (ωB97M-V/def2-TZVPD) for an isolated molecule of C2H3BrN2S.

Each line ends with the natural charge from an NBO analysis.
Atoms and positions in Å:
Br 2.3061 -0.1906 0.1310  0.06
C 0.5041 0.3329 0.3332  -0.19
C -0.2205 0.6051 -0.9660  0.03
N -1.3568 0.0620 -1.0794  -0.54
S -1.8822 -0.8349 0.2339  0.63
N -0.4130 -0.8294 1.0749  -0.79
H 0.4685 1.1584 0.9990  0.22
H 0.3864 1.3105 -1.6040  0.22
H 0.2075 -1.6140 0.8774  0.37

Output
- HOMO energy: -8.64 eV
- LUMO level: 0.4 eV
- SMILES string: Br[C@H]1C=NSN1
- Kohn-Sham gap: 9.072 eV
- Net charge: 0

***

#b
Density functional theory data (ωB97M-V/def2-TZVPD) for a structure of composition C2H3BrN2S.

Each line ends with the natural charge from an NBO analysis.
Atoms and positions in Å:
C 0.8937 0.6007 0.3894  0.01
C -0.3934 -0.1777 0.6457  -0.22
N 1.1779 0.9746 -0.7589  -0.53
N -1.0461 -0.3468 -1.1121  -0.76
S 0.2010 0.4705 -1.9751  0.61
Br -0.3391 -1.7170 1.6286  0.12
H 1.3968 0.9976 1.1822  0.20
H -1.0437 0.5230 1.1182  0.22
H -0.8470 -1.3249 -1.1179  0.35

Output
- HOMO energy: -8.51 eV
- LUMO level: 0.4 eV
- Kohn-Sham gap: 8.878 eV
- Net charge: 0

***

Energy comparison, zero being the most stable, in kcal/mol: #a 0.0; #b 20.7.